Model P:
This record from OMol25 describes C62H68N7ORuS6SbTe as an isolated structure. The level of theory is the ωB97M-V functional and the def2-TZVPD basis.

Computed properties:
⟨S²⟩ ... 6.031
Total charge ... +2
Spin multiplicity ... 5

Element x y z (Å)
Ru -0.67 -0.28 0.06
S -3.21 1.59 3.58
Sb -1.96 2.49 1.85
S -2.78 1.06 0.12
S -0.04 0.76 2.14
N -0.47 -0.42 -2.05
S -1.42 -0.45 -3.16
N -2.13 -1.88 -3.57
S -1.39 -3.19 -3.23
N -1.50 -3.79 -1.80
S -2.34 -3.10 -0.59
N -1.75 -2.01 0.17
C -3.99 -2.81 -1.19
C -4.68 -1.76 -0.60
C -6.00 -1.55 -0.97
C -6.61 -2.39 -1.89
C -5.90 -3.44 -2.47
C -4.58 -3.66 -2.11
C -2.55 -4.53 0.45
C -2.94 -4.27 1.75
C -3.04 -5.32 2.65
C -2.77 -6.62 2.23
C -2.40 -6.87 0.91
C -2.30 -5.82 0.01
C -2.06 -4.38 -4.34
C -1.58 -5.69 -4.24
C -2.14 -6.65 -5.06
C -3.15 -6.32 -5.95
C -3.61 -5.01 -6.04
C -3.06 -4.02 -5.23
C 0.33 -3.09 -3.65
C 0.65 -3.13 -5.01
C 1.96 -2.90 -5.38
C 2.92 -2.62 -4.41
C 2.57 -2.58 -3.06
C 1.26 -2.81 -2.67
C -2.88 0.57 -3.19
C -2.64 1.93 -3.01
C -3.71 2.81 -3.09
C -4.99 2.32 -3.33
C -5.21 0.96 -3.51
C -4.15 0.07 -3.45
C -0.63 0.03 -4.68
C -1.27 -0.21 -5.90
C -0.68 0.27 -7.06
C 0.51 0.98 -6.99
C 1.13 1.20 -5.77
C 0.56 0.73 -4.60
H -4.18 -1.12 0.12
H -6.55 -0.72 -0.53
H -7.65 -2.24 -2.16
H -6.38 -4.09 -3.19
H -4.03 -4.50 -2.53
H -3.16 -3.25 2.05
H -3.35 -5.13 3.67
H -2.85 -7.44 2.93
H -2.22 -7.89 0.59
H -2.02 -6.00 -1.02
H -0.81 -5.93 -3.52
H -1.78 -7.67 -5.00
H -3.58 -7.08 -6.59
H -4.39 -4.75 -6.74
H -3.41 -3.00 -5.26
H -0.11 -3.34 -5.75
H 2.23 -2.91 -6.43
H 3.94 -2.44 -4.71
H 3.32 -2.36 -2.32
H 0.95 -2.73 -1.64
H -1.64 2.29 -2.81
H -3.55 3.87 -2.97
H -5.83 3.01 -3.38
H -6.21 0.59 -3.71
H -4.29 -0.99 -3.60
H -2.21 -0.75 -5.93
H -1.17 0.11 -8.01
H 0.96 1.37 -7.90
H 2.05 1.77 -5.73
H 1.01 0.90 -3.63
C 1.34 -5.00 1.80
C 1.08 -3.90 0.75
N 1.14 -2.58 1.37
C 0.35 -2.59 2.61
C 1.04 -3.46 3.69
N 2.02 -4.33 2.97
C 3.17 -3.48 2.47
C 2.55 -2.29 1.70
H 1.98 -5.79 1.43
H 0.41 -5.44 2.17
H 0.12 -4.05 0.27
H 1.85 -3.95 -0.03
H -0.64 -2.95 2.37
H 0.26 -1.58 2.99
H 0.33 -4.09 4.22
H 1.60 -2.86 4.41
H 2.38 -5.04 3.60
H 3.79 -4.11 1.83
H 3.76 -3.16 3.32
H 3.11 -2.12 0.78
H 2.60 -1.37 2.28
C 2.59 1.15 -0.88
C 2.08 1.09 0.54
O 2.83 1.07 1.49
N 0.70 1.08 0.64
Te 2.63 0.63 4.36
C 3.17 -0.04 6.32
C 2.50 0.46 7.46
C 1.46 1.55 7.35
C 2.79 -0.06 8.71
C 3.73 -1.07 8.89
C 4.02 -1.64 10.25
C 4.37 -1.56 7.76
C 4.11 -1.07 6.49
C 4.92 -1.67 5.35
C 3.19 2.67 4.52
C 4.56 2.98 4.52
C 5.63 1.91 4.51
C 4.95 4.31 4.52
C 4.03 5.35 4.51
C 4.47 6.79 4.48
C 2.68 5.02 4.51
C 2.23 3.70 4.51
C 0.74 3.48 4.54
H 3.63 0.84 -0.91
H 2.52 2.18 -1.24
H 1.97 0.53 -1.53
H 0.71 1.30 6.61
H 1.93 2.49 7.05
H 0.97 1.71 8.31
H 2.27 0.33 9.58
H 3.66 -0.98 11.04
H 5.10 -1.78 10.39
H 3.55 -2.61 10.38
H 5.11 -2.36 7.88
H 5.94 -1.28 5.36
H 4.50 -1.42 4.38
H 4.99 -2.75 5.46
H 5.55 1.30 3.61
H 5.54 1.26 5.38
H 6.62 2.37 4.53
H 6.01 4.55 4.52
H 5.55 6.87 4.51
H 4.05 7.34 5.32
H 4.12 7.28 3.56
H 1.94 5.82 4.51
H 0.25 4.18 3.85
H 0.34 3.68 5.54
H 0.47 2.47 4.27

Atom charges from the Mulliken analysis, given in e for atoms 1 to 8:
1. Ru 0.600
2. S -0.282
3. Sb 0.306
4. S -0.191
5. S 0.277
6. N -0.129
7. S 1.256
8. N 0.417


Model Q:
This record from OMol25 describes C62H68N7ORuS6SbTe as an isolated structure. The level of theory is the ωB97M-V functional and the def2-TZVPD basis.

Computed properties:
⟨S²⟩ ... 6.039
Total charge ... +2
Spin multiplicity ... 5

Element x y z (Å)
Ru -0.14 -0.44 -0.27
S 3.36 1.62 1.43
Sb 3.33 -0.13 -0.03
S 1.51 -1.65 0.84
S 1.45 0.46 -1.60
N -0.04 0.99 1.13
S -0.64 1.66 2.30
N -2.24 1.48 2.72
S -3.16 0.27 2.99
N -2.60 -1.12 3.38
S -1.68 -1.99 2.33
N -1.50 -1.30 1.04
C -2.64 -3.50 2.11
C -3.19 -4.15 3.20
C -3.98 -5.27 2.98
C -4.20 -5.73 1.68
C -3.61 -5.09 0.60
C -2.82 -3.97 0.82
C -0.40 -2.51 3.50
C 0.40 -3.59 3.18
C 1.29 -4.08 4.12
C 1.32 -3.53 5.39
C 0.50 -2.47 5.71
C -0.35 -1.94 4.76
C -4.34 0.11 1.65
C -4.57 1.16 0.79
C -5.58 1.05 -0.16
C -6.35 -0.11 -0.21
C -6.10 -1.16 0.66
C -5.09 -1.05 1.59
C -4.23 0.66 4.37
C -5.09 1.74 4.28
C -6.00 1.96 5.31
C -6.03 1.11 6.41
C -5.14 0.05 6.50
C -4.23 -0.18 5.48
C 0.22 1.45 3.86
C 1.28 0.57 3.95
C 1.95 0.45 5.15
C 1.55 1.21 6.24
C 0.48 2.08 6.14
C -0.19 2.21 4.94
C -0.63 3.46 2.08
C -1.74 4.26 2.32
C -1.64 5.63 2.16
C -0.44 6.19 1.76
C 0.66 5.39 1.50
C 0.57 4.01 1.66
H -3.02 -3.79 4.20
H -4.44 -5.78 3.81
H -4.83 -6.58 1.52
H -3.76 -5.44 -0.40
H -2.36 -3.44 0.00
H 0.32 -4.04 2.20
H 1.94 -4.90 3.86
H 1.98 -3.95 6.14
H 0.52 -2.04 6.70
H -1.00 -1.11 5.00
H -3.97 2.06 0.87
H -5.76 1.85 -0.85
H -7.15 -0.19 -0.92
H -6.69 -2.06 0.61
H -4.87 -1.85 2.28
H -5.07 2.38 3.42
H -6.69 2.78 5.24
H -6.75 1.28 7.19
H -5.16 -0.60 7.35
H -3.54 -1.00 5.51
H 1.58 0.00 3.08
H 2.79 -0.22 5.23
H 2.08 1.12 7.18
H 0.18 2.67 6.99
H -1.01 2.90 4.83
H -2.67 3.80 2.64
H -2.49 6.26 2.36
H -0.35 7.27 1.66
H 1.60 5.82 1.19
H 1.42 3.37 1.48
C -0.32 4.57 -2.89
C 0.16 3.40 -2.00
N -0.82 2.34 -2.02
C -1.01 1.85 -3.37
C -1.54 2.99 -4.27
N -1.66 4.21 -3.43
C -2.61 3.99 -2.31
C -2.07 2.80 -1.47
H 0.35 4.74 -3.74
H -0.41 5.50 -2.33
H 0.30 3.73 -0.97
H 1.11 3.00 -2.35
H -1.71 1.02 -3.34
H -0.05 1.47 -3.73
H -2.52 2.75 -4.69
H -0.85 3.20 -5.09
H -2.01 4.97 -4.01
H -3.59 3.77 -2.73
H -2.66 4.90 -1.72
H -2.78 1.96 -1.49
H -1.91 3.09 -0.43
C -3.44 -1.14 -2.10
C -2.09 -1.86 -1.99
O -2.02 -3.06 -2.33
N -1.07 -1.13 -1.65
Te 0.65 -3.48 -1.60
C 1.44 -5.48 -1.84
C 1.85 -6.21 -0.72
C 1.86 -5.63 0.66
C 2.27 -7.52 -0.88
C 2.30 -8.13 -2.13
C 2.76 -9.54 -2.28
C 1.88 -7.39 -3.22
C 1.44 -6.08 -3.10
C 0.93 -5.35 -4.30
C 2.13 -2.59 -2.88
C 3.48 -2.67 -2.55
C 3.98 -3.51 -1.41
C 4.41 -1.98 -3.33
C 4.02 -1.22 -4.42
C 5.02 -0.49 -5.25
C 2.67 -1.18 -4.74
C 1.72 -1.84 -3.99
C 0.27 -1.71 -4.36
H -4.23 -1.84 -1.82
H -3.58 -0.82 -3.13
H -3.45 -0.28 -1.43
H 1.55 -4.58 0.63
H 2.87 -5.67 1.08
H 1.20 -6.18 1.32
H 2.58 -8.08 -0.01
H 3.04 -9.97 -1.33
H 3.62 -9.58 -2.95
H 1.98 -10.16 -2.73
H 1.87 -7.85 -4.20
H 0.70 -6.03 -5.11
H 1.67 -4.63 -4.65
H 0.01 -4.82 -4.02
H 3.27 -3.51 -0.58
H 4.95 -3.14 -1.05
H 4.11 -4.53 -1.75
H 5.46 -2.06 -3.08
H 5.99 -0.46 -4.75
H 4.70 0.53 -5.44
H 5.15 -0.98 -6.22
H 2.35 -0.60 -5.60
H 0.16 -1.29 -5.35
H -0.21 -1.05 -3.64
H -0.24 -2.68 -4.32

Atom charges from the Mulliken analysis, given in e for atoms 1 to 8:
1. Ru 2.669
2. S -0.346
3. Sb 0.182
4. S -0.554
5. S -1.008
6. N -0.008
7. S 1.418
8. N 0.466


What is the stability order? It is model P, model Q, from most stable to least stable.


Model P:
This record from OMol25 describes a 2-piece molecular cluster, CH7N4 overall. The level of theory is the ωB97M-V functional and the def2-TZVPD basis.

Computed properties:
⟨S²⟩ ... 2.027
Total charge ... +1
Spin multiplicity ... 3

Element x y z (Å)
C 0.77 1.27 -2.37
N 1.74 1.79 -2.81
N -0.65 -0.10 -0.96
N -0.24 1.09 -1.68
N 0.51 -0.51 1.43
H -0.02 -0.27 0.35
H 1.90 2.16 -3.74
H -0.48 -0.92 -1.43
H -1.69 -0.10 -0.77
H 1.06 -1.18 1.07
H 1.00 0.37 1.47
H 0.16 -0.86 2.41

Atom charges from the Mulliken analysis, given in e for atoms 1 to 8:
1. C 0.114
2. N -0.231
3. N -0.544
4. N -0.330
5. N -0.679
6. H 0.482
7. H 0.315
8. H 0.427


Model Q:
This record from OMol25 describes an isolated ion of composition CH7N4 and charge +1. The level of theory is the ωB97M-V functional and the def2-TZVPD basis.

Computed properties:
⟨S²⟩ ... 2.010
Total charge ... +1
Spin multiplicity ... 3

Element x y z (Å)
C 0.12 0.27 -0.23
N -0.82 -0.51 -0.24
N -0.03 1.32 -1.70
N 1.37 0.48 0.25
N -0.81 -1.56 0.83
H 0.18 2.33 -1.46
H -1.01 1.39 -1.87
H 1.55 0.41 1.26
H 1.81 1.40 -0.04
H -1.70 -1.73 1.24
H -0.63 -2.52 0.43
H -0.03 -1.30 1.52

Atom charges from the Mulliken analysis, given in e for atoms 1 to 8:
1. C 0.374
2. N -0.465
3. N -0.402
4. N -0.476
5. N -0.321
6. H 0.321
7. H 0.319
8. H 0.262


What is the stability order? It is model P, model Q, from most stable to least stable.


Model P:
This record from OMol25 describes one molecule with the formula C5H8OS. The level of theory is the ωB97M-V functional and the def2-TZVPD basis.

Computed properties:
Total charge ... 0

Element x y z (Å)
C -1.23 -0.73 -0.01
C -1.81 -1.89 -0.04
C 0.92 1.01 0.51
C -0.15 1.72 -0.36
C 1.32 -0.46 0.37
O 1.76 -1.08 -0.75
S -1.80 0.84 -0.04
H -2.95 -2.06 -0.31
H -1.24 -2.86 0.16
H 1.79 1.58 0.45
H 0.56 1.09 1.59
H -0.16 2.67 0.01
H 0.16 1.77 -1.36
H 1.44 -0.80 1.35
H 1.39 -0.81 -1.56

Atom charges from the Mulliken analysis, given in e for atoms 1 to 8:
1. C 0.065
2. C -0.560
3. C -0.674
4. C -0.691
5. C -0.294
6. O -0.508
7. S -0.179
8. H 0.198


Model Q:
This record from OMol25 describes one molecule with the formula C5H8OS. The level of theory is the ωB97M-V functional and the def2-TZVPD basis.

Computed properties:
SMILES ... O=C1CCCSC1
Total charge ... 0

Element x y z (Å)
O 2.27 1.17 1.00
C 1.32 0.54 0.53
C -0.08 1.19 0.42
C -1.00 0.47 -0.53
C -1.38 -0.95 -0.09
S 0.16 -2.01 0.16
C 1.57 -0.85 -0.08
H -0.59 1.19 1.41
H 0.02 2.23 0.11
H -0.62 0.49 -1.51
H -1.95 1.02 -0.55
H -1.92 -1.46 -0.89
H -2.02 -0.92 0.81
H 2.45 -1.35 0.36
H 1.77 -0.76 -1.15

Atom charges from the Mulliken analysis, given in e for atoms 1 to 8:
1. O -0.564
2. C 0.373
3. C -0.326
4. C -0.796
5. C -0.575
6. S -0.159
7. C -0.533
8. H 0.235


What is the stability order? It is model Q, model P, from most stable to least stable.